Formula: C2H5O2S
Source: OMol25
Level of theory: wB97M-V/def2-TZVPD

Geometry as ORCA input:
```
! wB97M-V def2-TZVPD RIJCOSX def2/J DEFGRID3
* xyz -1 1
C 0.38325 0.28223 1.45263
S -1.09147 -0.68631 1.60799
H 1.20427 -0.20756 0.92722
H 0.82550 0.83046 2.28786
H 0.15250 1.10371 0.74691
O -0.52748 1.05040 -2.29279
C -0.16439 -0.01519 -1.80405
O -0.74249 -1.11834 -1.55757
H 0.96316 -0.20130 -1.63534
H -1.00285 -1.03809 0.26715
*
```

Properties
orbital gap = 0.2891 Eh
molar mass = 93.13 g mol⁻¹

Formula: C9H11O3
Source: OMol25
Level of theory: wB97M-V/def2-TZVPD

Geometry as ORCA input:
```
! wB97M-V def2-TZVPD RIJCOSX def2/J DEFGRID3
* xyz 0 2
C -3.17294 2.72029 -1.24606
C -0.62341 -0.07083 0.81227
C -1.49241 0.78197 1.51327
C -0.66763 -0.00268 -0.62267
C -2.38386 1.60970 0.85828
C -1.49255 0.85153 -1.29399
C -2.44143 1.62255 -0.55924
O 0.18036 -0.86004 1.40710
H 0.94688 -1.52443 0.49956
H -1.69677 0.79676 2.57798
H 0.05073 -0.67600 -1.09913
H -3.05696 2.21922 1.43953
H -1.20151 1.00464 -2.32570
H -4.25071 2.80767 -1.06452
H -2.93290 2.92356 -2.28703
H -2.82320 3.62210 -0.71928
C 3.21744 -0.48579 0.56450
C 2.80839 -1.69380 -0.23779
O 1.59695 -2.18817 -0.05413
O 3.52106 -2.12305 -1.12059
H 4.11360 -0.74484 1.15093
H 2.52561 -0.13568 1.33050
H 3.55870 0.34088 -0.06397
*
```

Properties
expectation value of S² = 0.789
orbital gap (alpha / beta) = 0.3476 / 0.2319 Eh
molar mass = 167.18 g mol⁻¹

Formula: C44H116N6O16
Source: OMol25
Level of theory: wB97M-V/def2-TZVPD

Geometry as ORCA input:
```
! wB97M-V def2-TZVPD RIJCOSX def2/J DEFGRID3
* xyz 0 1
C 0.71091 -2.15557 4.49400
O 1.58448 -1.10382 4.03561
C 2.97622 -1.18078 4.38480
C 3.85578 -0.03184 3.89593
C 5.30220 -0.09763 4.32669
N 3.22983 1.20052 4.30542
H 0.95100 -3.08885 3.98464
H -0.32886 -1.99223 4.21063
H 0.88602 -2.31852 5.55743
H 2.88926 -1.21978 5.47062
H 3.33586 -2.14695 4.03086
H 3.88054 -0.11796 2.80962
H 5.75408 0.72157 3.76739
H 5.87866 -0.97768 4.04155
H 5.42822 0.05369 5.39876
H 2.28325 1.14419 3.95769
H 3.05482 1.23041 5.29969
C -6.68027 5.50472 4.96159
O -6.07323 4.29797 4.64340
C -6.91824 3.11825 4.70655
C -6.05584 1.85291 4.54059
N -5.02169 1.94283 5.53746
C -3.91313 1.06087 5.28247
C -2.99200 1.42964 4.14134
O -2.32004 2.64252 4.17496
C -1.14184 2.60210 3.35938
H -5.88189 6.24540 5.00731
H -7.04128 5.55280 5.98894
H -7.41556 5.83520 4.22795
H -7.63813 3.14085 3.88842
H -7.45068 3.07691 5.65676
H -5.66265 1.81795 3.52458
H -6.69963 0.97465 4.49249
H -4.56680 2.84413 5.56619
H -4.36543 0.06964 5.25134
H -3.21332 1.14717 6.11369
H -3.57810 1.39691 3.22291
H -2.27792 0.60691 4.10497
H -0.80805 3.62586 3.19030
H -1.43847 2.25206 2.37065
H -0.38762 2.03808 3.90813
C -2.54667 1.48643 -0.71081
O -2.98485 2.31799 -1.72216
C -1.99504 3.20337 -2.35543
C -2.75855 4.24549 -3.17668
N -3.52208 3.62366 -4.29133
C -4.48747 4.63532 -4.85498
C -5.20177 4.00626 -6.11282
O -6.08240 4.98640 -6.64779
C -7.44155 4.88496 -6.17684
H -1.56952 1.00578 -0.75832
H -3.31806 0.73701 -0.53353
H -2.39521 2.02770 0.22310
H -1.33835 2.68800 -3.05633
H -1.29731 3.57856 -1.60677
H -2.01501 4.91964 -3.60186
H -3.36628 4.77569 -2.44343
H -4.02555 2.82668 -3.92879
H -3.97464 5.55478 -5.13731
H -5.24874 4.83438 -4.10071
H -5.64668 3.02134 -5.97107
H -4.44978 3.89307 -6.89372
H -7.98947 5.78547 -6.45427
H -7.53507 4.77070 -5.09688
H -7.91694 4.03314 -6.66317
C -1.57345 -3.56841 -3.03915
O -2.79614 -3.41943 -2.30524
C -3.12137 -2.09764 -2.05967
C -3.43448 -1.25083 -3.30177
N -4.48838 -0.23242 -2.96026
C -5.05606 0.25707 -4.19967
C -6.28153 1.14459 -3.78293
O -5.81617 2.32172 -3.14246
C -6.82758 3.21266 -2.72346
H -1.14183 -4.56846 -2.99775
H -0.76596 -2.92902 -2.68243
H -1.60684 -3.29610 -4.09406
H -2.30881 -1.67160 -1.47117
H -3.97325 -2.18513 -1.38531
H -3.65352 -1.89234 -4.15534
H -2.54296 -0.78581 -3.72254
H -3.92895 0.55898 -2.67599
H -5.47161 -0.50303 -4.86123
H -4.36824 0.88701 -4.76374
H -6.98733 0.64242 -3.12128
H -6.81417 1.38716 -4.70247
H -6.38943 4.13273 -2.33669
H -7.38574 2.74185 -1.91420
H -7.55440 3.44058 -3.50313
C 1.12674 3.53700 0.92264
O 1.58631 4.00131 -0.34188
C 1.79035 2.97710 -1.34149
C 2.40240 3.69892 -2.59593
N 3.79980 4.10110 -2.35214
C 4.49177 4.77386 -3.45401
C 5.92983 5.02897 -3.08005
O 5.88092 5.96871 -2.01055
C 7.08069 6.42505 -1.51173
H 1.77897 2.78215 1.36186
H 0.11569 3.13624 0.99517
H 1.15724 4.41515 1.56763
H 0.84874 2.48762 -1.59023
H 2.44256 2.22156 -0.90345
H 1.72710 4.53533 -2.77618
H 2.46170 2.96247 -3.39732
H 3.75506 4.66141 -1.51300
H 4.02716 5.70824 -3.76892
H 4.48244 4.21438 -4.38942
H 6.52947 5.39222 -3.91466
H 6.36783 4.13232 -2.64156
H 7.49817 5.64499 -0.87508
H 7.11451 7.43482 -1.10268
H 7.65556 6.57089 -2.42625
C 4.99968 -3.05057 1.70113
O 4.85044 -3.85279 2.82386
C 3.97089 -5.00500 2.71394
C 4.68631 -6.38675 3.03225
N 5.69330 -6.55218 1.99692
C 6.53086 -7.72706 2.27117
C 7.82134 -7.71626 1.45932
O 8.72473 -6.62053 1.76689
C 9.31412 -6.61276 3.05176
H 4.06951 -2.58608 1.37380
H 5.33938 -3.61503 0.83274
H 5.68493 -2.21594 1.84914
H 3.41628 -5.07407 1.77813
H 3.24730 -4.87498 3.51868
H 3.93440 -7.16189 3.18022
H 5.24506 -6.24291 3.95702
H 6.34995 -5.78731 2.05933
H 5.87036 -8.54624 1.98694
H 6.72805 -7.80273 3.34051
H 7.54524 -7.66099 0.40632
H 8.32136 -8.66787 1.63968
H 8.52113 -6.48922 3.78932
H 10.05980 -5.83145 3.19878
H 9.75727 -7.57120 3.32215
C 1.59494 0.56168 -4.67901
C 0.54888 -0.39803 -4.16912
O 0.20697 -0.03566 -2.86660
H 1.20166 1.56897 -4.54184
H 1.86047 0.46815 -5.73202
H 2.53799 0.44822 -4.14432
H 0.87479 -1.43737 -4.20985
H -0.37152 -0.30483 -4.74556
H 0.97646 -0.19207 -2.31431
C -0.43470 -5.94504 -0.26682
C 1.07720 -6.23158 -0.10123
O 1.89847 -5.17781 -0.46102
H -0.91948 -6.92108 -0.24634
H -0.71083 -5.48912 -1.21760
H -0.84220 -5.31696 0.52536
H 1.33204 -7.08396 -0.73100
H 1.35791 -6.58179 0.89208
H 2.76883 -5.56559 -0.57804
C 4.25932 -1.89857 -2.86300
C 3.48168 -1.59517 -1.57311
O 2.90905 -0.34894 -1.62432
H 5.09996 -1.28026 -3.17782
H 3.58854 -2.14892 -3.68488
H 4.80733 -2.81758 -2.65512
H 4.13569 -1.64021 -0.70229
H 2.70711 -2.34966 -1.43571
H 3.57032 0.33233 -1.76643
C 0.02194 -1.99201 0.97618
C 0.65892 -0.58965 0.81311
O 0.31563 0.23735 1.88097
H -1.06396 -1.90362 0.94293
H 0.35554 -2.40277 1.92911
H 0.38746 -2.70121 0.23354
H 0.35626 -0.12547 -0.12553
H 1.72046 -0.83359 0.77149
H 0.73514 -0.19670 2.62744
C -3.12196 -2.44595 2.73647
C -4.03986 -1.67745 1.78109
O -5.23202 -2.35918 1.51143
H -2.72779 -3.33945 2.25233
H -3.56395 -2.83223 3.65491
H -2.34123 -1.76725 3.07987
H -3.40647 -1.29556 0.98043
H -4.37577 -0.86868 2.43006
H -5.66375 -1.84852 0.82265
*
```

Properties
orbital gap = 0.3211 Eh
SMILES = COC[C@H](C)N.COCCNCCOC.COCCNCCOC.COCCNCCOC.COCCNCCOC.COCCNCCOC.CCO.CCO.CCO.CCO.CCO
molar mass = 985.44 g mol⁻¹

Formula: C27H45N2O4
Source: OMol25
Level of theory: wB97M-V/def2-TZVPD

Geometry as ORCA input:
```
! wB97M-V def2-TZVPD RIJCOSX def2/J DEFGRID3
* xyz 1 1
C -4.08238 1.63277 2.08607
C -3.72838 2.63320 1.32104
C -4.54651 2.84936 0.08872
O -5.68351 2.56684 -0.00632
O -3.88380 3.44496 -0.96130
C -3.87826 2.64492 -2.15491
C -2.43461 2.26359 -2.49745
C -1.72609 1.42146 -1.40233
C -2.40487 0.05870 -1.14731
C -1.99579 -0.63096 0.17219
C -0.98849 -1.80821 -0.01417
C 0.41858 -1.21779 -0.27312
N 1.03812 -0.71296 0.96141
C 2.30624 -0.61140 0.78094
C 3.11671 -0.07365 1.88435
C 2.72104 1.02741 2.47243
C 2.73007 -1.04498 -0.62040
C 2.79612 0.32543 -1.37557
C 4.26951 0.70764 -1.72319
C 4.81118 1.81824 -0.78856
O 4.29445 1.09108 -3.08504
C 1.50287 -2.00333 -0.98963
C 1.39844 -2.21674 -2.51957
C -0.02134 -2.51361 -3.04631
C -0.39346 -3.99688 -2.88613
C -1.78150 -4.33144 -3.40567
O -2.76050 -3.42735 -2.91874
C -4.05067 -3.88943 -3.26160
H -5.10467 1.26450 2.10276
H -3.34012 1.15654 2.72394
H -2.89505 3.28286 1.57315
H -4.27231 3.25710 -2.97381
H -4.51692 1.75949 -2.08968
H -2.34586 1.71886 -3.44487
H -1.84632 3.18778 -2.57008
H -0.68543 1.32188 -1.75379
H -1.67707 1.95706 -0.44511
H -2.31877 -0.61200 -2.01166
H -3.47986 0.26869 -1.06630
H -2.87063 -1.05564 0.67470
H -1.50424 0.08276 0.85172
H -0.95894 -2.33944 0.95238
H -1.31238 -2.53379 -0.76023
H 0.24494 -0.32901 -0.90052
H 0.60334 -0.45540 1.84188
H 4.03319 -0.56602 2.19873
H 3.07563 1.33372 3.45161
H 1.97393 1.64337 1.97167
H 3.63115 -1.65802 -0.68013
H 2.14023 0.37385 -2.24677
H 2.44883 1.11368 -0.68973
H 4.90759 -0.17952 -1.59369
H 5.42302 1.39540 0.01442
H 5.44135 2.51711 -1.35411
H 4.01128 2.42705 -0.35290
H 4.90970 1.82415 -3.21576
H 1.80143 -2.98119 -0.59237
H 2.00891 -3.10061 -2.74769
H 1.81412 -1.40175 -3.12097
H -0.00517 -2.31831 -4.12814
H -0.78729 -1.85590 -2.63269
H 0.31784 -4.56427 -3.50529
H -0.22988 -4.37048 -1.86426
H -2.01708 -5.36608 -3.10374
H -1.81702 -4.30125 -4.50928
H -4.23072 -3.82307 -4.34745
H -4.81650 -3.27328 -2.78303
H -4.20223 -4.93628 -2.95936
N 3.18033 2.57578 6.70133
C 2.06144 3.29591 6.37255
C 1.01373 2.80169 7.10289
C 1.51945 1.74559 7.90754
C 2.85756 1.63246 7.64025
H 4.09615 2.71882 6.31552
H 2.10919 4.09408 5.65035
H -0.00250 3.15851 7.06692
H 0.96387 1.14024 8.60456
H 3.60559 0.96545 8.03474
*
```

Properties
orbital gap = 0.2375 Eh
molar mass = 461.67 g mol⁻¹

Formula: C6H18AgFNO11P2
Source: OMol25
Level of theory: wB97M-V/def2-TZVPD

Geometry as ORCA input:
```
! wB97M-V def2-TZVPD RIJCOSX def2/J DEFGRID3
* xyz 0 2
Ag 1.70819 -0.63101 -1.35397
F 2.39016 -1.60359 -3.56946
N 0.49400 1.95619 -3.38089
O -0.44456 1.46198 -4.00770
O 1.31077 1.23908 -2.83532
O 0.75955 3.16556 -3.51535
C 4.51774 0.09374 2.50109
O 3.30636 -0.04684 3.21402
P 1.90916 0.30092 2.39890
O 1.61654 -0.61314 1.23672
O 0.75484 0.41205 3.54233
C 0.95239 1.29576 4.71561
O 2.06477 1.84930 1.95254
C 1.82742 2.33324 0.63670
H 4.43075 0.40643 1.46053
H 5.06958 -0.84616 2.51394
H 5.26603 0.66312 3.05242
H 0.50020 2.26638 4.51186
H 2.01197 1.36859 4.96074
H 0.50758 1.03330 5.67549
H 1.08495 1.72816 0.11639
H 2.61463 2.27363 -0.11487
H 1.36001 3.31623 0.57868
C -2.35373 -2.60500 1.07029
O -2.96945 -1.58189 0.25830
P -2.16199 -1.17092 -1.07256
O -0.69074 -0.96912 -0.85424
O -2.57348 -2.23789 -2.23630
C -2.14753 -1.99063 -3.64299
O -2.84402 0.19686 -1.57272
C -4.24356 0.34810 -1.92785
H -1.83909 -3.29641 0.40306
H -2.89592 -3.19852 1.80640
H -1.61587 -2.02457 1.62415
H -1.15616 -2.42418 -3.77459
H -2.09138 -0.98211 -4.05268
H -2.80102 -2.49393 -4.35555
H -4.68552 1.00780 -1.18114
H -4.63267 -0.66353 -1.81255
H -4.31074 0.66285 -2.96925
*
```

Properties
expectation value of S² = 0.766
orbital gap (alpha / beta) = 0.3956 / 0.1529 Eh
molar mass = 469.02 g mol⁻¹

Formula: CH2N3O3
Source: OMol25
Level of theory: wB97M-V/def2-TZVPD

Geometry as ORCA input:
```
! wB97M-V def2-TZVPD RIJCOSX def2/J DEFGRID3
* xyz -1 1
O 0.15109 2.58789 0.17425
N -0.07969 1.36376 -0.29185
C -0.13162 0.28377 0.42127
N -0.25707 -0.38173 1.93663
O -0.24580 -1.62335 1.12964
N -0.38946 -0.98642 -0.10156
O 0.36755 -1.39212 -1.18827
H -0.64546 1.29849 -1.21936
H 1.23045 -1.15029 -0.86075
*
```

Properties
orbital gap = 0.2336 Eh
SMILES = [O-]Nc1non1O
molar mass = 104.05 g mol⁻¹